Entry 1:
Computed, not measured: a structure of composition C34H33Cl2CrN2P2 at a distorted geometry, with the ωB97M-V functional and the def2-TZVPD basis.

Output
ΔE to the lowest compared entry with this formula, charge and spin: 10.6 kcal per mole
⟨S²⟩: 6.029
LUMO energy (spin up / spin down): -2.54 / -2.98 eV

Structure (ORCA input):
```
! wB97M-V def2-TZVPD RIJCOSX def2/J DEFGRID3
* xyz 1 5
Cr 0.037 0.301 -0.233
C 2.337 0.482 2.271
P 2.675 -0.400 0.665
C 2.270 0.852 -0.631
C 1.723 0.394 -1.864
C 1.548 1.288 -2.931
C 1.907 2.613 -2.803
C 2.499 3.058 -1.616
C 2.673 2.200 -0.553
C 4.507 -0.371 0.684
C 5.289 0.212 -0.308
C 6.670 0.072 -0.275
C 7.278 -0.656 0.735
C 6.502 -1.252 1.721
C 5.125 -1.119 1.689
C 0.887 0.467 2.667
C 0.315 0.621 3.917
C -1.081 0.425 3.759
C -1.293 0.148 2.424
C -2.475 -0.448 1.706
P -2.430 -0.038 -0.094
C -3.244 -1.428 -0.952
C -3.390 -2.695 -0.390
C -3.917 -3.740 -1.138
C -4.294 -3.539 -2.455
C -4.146 -2.283 -3.027
C -3.623 -1.239 -2.284
C -3.586 1.351 -0.343
C -4.598 1.687 0.551
C -5.444 2.753 0.280
C -5.298 3.486 -0.888
C -4.295 3.156 -1.788
C -3.436 2.105 -1.509
N -0.096 0.193 1.763
H 2.773 1.486 2.239
H 2.904 -0.070 3.023
H 1.704 -0.670 -2.071
H 1.174 0.916 -3.876
H 1.782 3.296 -3.632
H 2.841 4.084 -1.544
H 3.166 2.554 0.342
H 4.827 0.781 -1.105
H 7.276 0.529 -1.047
H 8.354 -0.767 0.751
H 6.974 -1.830 2.505
H 4.519 -1.600 2.450
H 0.835 0.840 4.837
H -1.822 0.468 4.542
H -3.426 -0.179 2.158
H -2.387 -1.535 1.776
H -3.119 -2.885 0.640
H -4.042 -4.713 -0.679
H -4.705 -4.357 -3.033
H -4.433 -2.119 -4.057
H -3.523 -0.263 -2.740
H -4.748 1.126 1.462
H -6.222 3.010 0.986
H -5.960 4.317 -1.094
H -4.178 3.719 -2.705
H -2.631 1.876 -2.199
Cl 0.701 3.815 2.058
C -0.339 4.061 0.672
Cl -0.516 2.608 -0.374
H 0.077 4.839 0.043
H -1.334 4.312 1.021
C 1.466 -4.617 0.081
C 0.001 -4.152 -0.010
C -0.044 -2.725 -0.240
N 0.036 -1.590 -0.364
H 1.498 -5.652 0.413
H 2.019 -4.002 0.789
H 1.956 -4.543 -0.888
H -0.522 -4.353 0.928
H -0.531 -4.672 -0.807
*
```

---

Entry 2:
Computed, not measured: an isolated molecule of C4H6N2S at a distorted geometry, with the ωB97M-V functional and the def2-TZVPD basis.

Output
ΔE to the lowest compared entry with this formula, charge and spin: 139.5 kcal per mole
LUMO energy (spin up / spin down): -0.34 / -0.45 eV

Structure (ORCA input):
```
! wB97M-V def2-TZVPD RIJCOSX def2/J DEFGRID3
* xyz 0 1
C -1.445 1.656 -0.047
C -1.203 -1.171 0.015
C -0.696 -2.360 -0.155
C 1.862 0.685 0.177
N -0.207 1.690 -0.182
N 0.520 0.657 -0.398
S -2.347 0.004 0.262
H -2.301 2.330 -0.085
H -1.408 -3.037 -0.496
H 0.353 -2.408 -0.259
H 2.465 -0.135 0.061
H 2.591 1.472 -0.141
H 1.816 0.618 1.247
*
```

---

Entry 3:
Computed, not measured: a cluster of 2 separate species, C5H9N2 in total at a distorted geometry, with the ωB97M-V functional and the def2-TZVPD basis.

Output
ΔE to the lowest compared entry with this formula, charge and spin: 179.3 kcal per mole
LUMO energy (spin up / spin down): -6.58 / -4.86 eV

Structure (ORCA input):
```
! wB97M-V def2-TZVPD RIJCOSX def2/J DEFGRID3
* xyz 1 1
C -0.095 1.312 -0.743
C -0.258 -1.926 0.651
C -1.211 -1.791 1.879
C -1.158 1.387 0.033
C 1.996 1.666 -1.981
N -1.336 -0.956 0.660
N 0.944 1.210 -1.291
H -1.194 1.866 0.939
H 0.769 -1.716 0.946
H -0.222 -2.660 -0.212
H -2.208 -2.166 2.004
H -0.731 -1.664 2.797
H -2.112 1.167 -0.432
H 1.516 2.043 -2.883
H 2.856 1.031 -2.205
H 2.467 2.515 -1.442
*
```

---

Entry 4:
Computed, not measured: a structure of composition CH3AgO3S at a distorted geometry, with the ωB97M-V functional and the def2-TZVPD basis.

Output
⟨S²⟩: 2.048
LUMO energy (spin up / spin down): -0.03 / -2.19 eV

Structure (ORCA input):
```
! wB97M-V def2-TZVPD RIJCOSX def2/J DEFGRID3
* xyz 0 3
S -0.965 0.998 -1.437
O -0.901 1.406 0.109
O 0.779 -0.999 -0.861
C 2.526 -1.452 1.047
O 1.201 -1.690 0.655
Ag -0.391 -0.460 0.635
H 2.743 -0.370 1.045
H 2.656 -1.847 2.066
H 3.229 -1.949 0.360
*
```

---

Entry 5:
Computed, not measured: an isolated molecule of C2H6N4 at a distorted geometry, with the ωB97M-V functional and the def2-TZVPD basis.

Output
ΔE to the lowest compared entry with this formula, charge and spin: 23.3 kcal per mole
Structure (SMILES): [H]/N=C\N/C(N)=N\[H]
LUMO energy: 0.79 eV

Structure (ORCA input):
```
! wB97M-V def2-TZVPD RIJCOSX def2/J DEFGRID3
* xyz 0 1
H 2.733 -0.835 0.498
N 2.643 -0.088 -0.206
C 1.403 0.288 -0.243
N 0.374 -0.349 0.533
C -1.015 -0.128 0.034
N -1.276 1.171 0.002
N -1.879 -1.058 -0.264
H -1.405 -1.939 -0.438
H 0.985 1.137 -0.945
H 0.620 -1.350 0.497
H -1.000 1.699 0.849
H -2.182 1.451 -0.316
*
```

---

Entry 6:
Computed, not measured: a structure of composition C28H29N8PbS, with the ωB97M-V functional and the def2-TZVPD basis.

Output
ΔE to the lowest compared entry with this formula, charge and spin: 24.5 kcal per mole
LUMO energy: -2.46 eV

Structure (ORCA input):
```
! wB97M-V def2-TZVPD RIJCOSX def2/J DEFGRID3
* xyz 1 1
Pb -0.424 -0.769 1.204
N 3.866 1.770 1.715
C 3.577 1.824 3.058
C 2.247 1.539 3.156
N 1.723 1.320 1.909
C 2.707 1.468 1.065
C 2.555 1.262 -0.370
N 1.405 1.016 -0.969
C 1.707 0.804 -2.297
C 3.046 0.927 -2.499
N 3.574 1.225 -1.266
H 4.776 1.926 1.319
H 4.325 2.045 3.800
H 1.633 1.474 4.041
H 0.941 0.552 -3.013
H 3.652 0.856 -3.385
H 4.552 1.359 -1.079
C -4.353 -1.377 -1.172
C -4.167 -2.629 -1.739
C -2.926 -3.238 -1.650
C -1.854 -2.594 -1.026
C -2.033 -1.332 -0.419
C -3.304 -0.769 -0.499
C -0.513 -3.249 -1.015
C -0.189 -4.307 -1.908
C 1.061 -4.842 -1.899
C 2.051 -4.317 -1.037
C 3.389 -4.772 -1.028
C 4.312 -4.188 -0.209
C 3.926 -3.134 0.648
C 2.635 -2.687 0.670
C 1.665 -3.266 -0.182
N 0.387 -2.785 -0.173
H -5.324 -0.899 -1.222
H -4.986 -3.142 -2.226
H -2.821 -4.244 -2.037
H -3.515 0.160 0.029
H -0.928 -4.674 -2.604
H 1.311 -5.661 -2.564
H 3.667 -5.589 -1.684
H 5.338 -4.534 -0.208
H 4.664 -2.683 1.300
H 2.338 -1.888 1.340
S -2.579 -0.393 2.847
C -2.067 1.248 3.080
C -2.282 1.897 4.314
C -1.784 3.158 4.520
C -1.046 3.779 3.507
C -0.902 3.103 2.321
N -1.422 1.886 2.080
H -2.828 1.367 5.083
H -1.950 3.666 5.463
H -0.603 4.755 3.644
H -0.338 3.546 1.505
N -2.985 2.067 -2.895
C -2.921 3.237 -2.023
C -1.560 3.262 -1.329
N -1.267 1.909 -0.791
H -3.935 1.776 -3.081
H -1.823 1.233 -1.340
H -2.536 2.239 -3.785
H -3.703 3.153 -1.268
H -3.060 4.183 -2.548
H -1.557 3.978 -0.512
H -0.783 3.538 -2.040
H -0.272 1.632 -0.859
H -1.492 1.823 0.232
*
```

---

Entry 7:
Computed, not measured: a structure of composition C21H27MgN4S, with the ωB97M-V functional and the def2-TZVPD basis.

Output
LUMO energy: -3.07 eV

Structure (ORCA input):
```
! wB97M-V def2-TZVPD RIJCOSX def2/J DEFGRID3
* xyz 1 1
Mg 1.792 -0.587 0.001
C 3.953 -1.078 -0.030
C 3.643 -0.683 1.297
C 2.788 -1.654 1.845
C 2.556 -2.640 0.874
C 3.266 -2.291 -0.288
H 4.743 -0.662 -0.639
H 4.133 0.109 1.848
H 2.490 -1.708 2.883
H 2.033 -3.574 1.035
H 3.439 -2.939 -1.138
S -4.564 -1.197 1.521
C -2.825 -1.144 1.134
C -2.388 -1.161 -0.187
C -1.033 -1.072 -0.440
N -0.125 -0.966 0.527
C -0.539 -0.966 1.793
C -1.872 -1.050 2.144
C -4.695 -3.003 1.586
C -4.482 -3.661 2.784
C -4.616 -5.046 2.781
N -4.930 -5.737 1.705
C -5.139 -5.096 0.572
C -5.034 -3.714 0.450
H -3.095 -1.220 -0.999
H -0.648 -1.074 -1.454
H 0.238 -0.891 2.546
H -2.170 -1.025 3.179
H -4.240 -3.125 3.686
H -4.469 -5.617 3.688
H -5.407 -5.707 -0.279
H -5.228 -3.220 -0.488
C 3.246 3.153 -3.144
C 1.730 2.972 -3.170
N 1.108 3.132 -1.857
C 0.479 4.418 -1.572
C 1.324 5.328 -0.682
C 1.131 2.138 -0.966
C 0.518 2.303 0.394
N 1.652 0.967 -1.193
H 3.627 3.068 -4.158
H 3.732 2.401 -2.528
H 3.509 4.134 -2.757
H 1.468 1.986 -3.574
H 1.294 3.716 -3.838
H -0.503 4.244 -1.124
H 0.308 4.925 -2.523
H 1.565 4.856 0.267
H 0.766 6.239 -0.481
H 2.256 5.596 -1.173
H 0.138 3.295 0.602
H 1.278 2.061 1.140
H -0.304 1.597 0.496
H 2.100 0.871 -2.097
*
```